No. 1
{
  "formula": "C34H45N5OYb",
  "method": "ωB97M-V/def2-TZVPD",
  "symbols": ["Yb", "N", "N", "C", "C", "C", "C", "H", "H", "H", "C", "C", "H", "H", "H", "C", "C", "H", "H", "H", "C", "H", "H", "H", "C", "H", "H", "H", "C", "H", "C", "H", "C", "H", "C", "H", "C", "C", "H", "C", "C", "H", "C", "H", "N", "C", "C", "C", "H", "C", "C", "H", "H", "H", "C", "H", "C", "C", "H", "H", "H", "C", "H", "H", "H", "C", "N", "C", "C", "C", "N", "C", "C", "O", "H", "H", "H", "H", "H", "H", "H", "H", "H", "H", "H", "H"],
  "coordinates": [[0.303433, -0.438055, 0.817337], [-0.110620, -2.494688, 1.952346], [0.654680, -2.448932, -1.262016], [2.284187, 1.600021, -0.319914], [3.139218, 0.506494, -0.022844], [2.942013, 0.150293, 1.332632], [3.483777, -1.041269, 2.032089], [4.034989, -1.687485, 1.335937], [2.680177, -1.652777, 2.481316], [4.168513, -0.762433, 2.851318], [2.036468, 1.079235, 1.907287], [1.538445, 1.017038, 3.295659], [2.131865, 1.626783, 3.998464], [1.551293, -0.013153, 3.691948], [0.499607, 1.363558, 3.360746], [1.576972, 1.939239, 0.864146], [0.509129, 2.959918, 0.975426], [-0.328442, 2.615806, 1.602971], [0.082317, 3.198514, -0.010463], [0.884638, 3.902135, 1.412145], [4.050082, -0.218351, -0.941275], [5.040106, -0.370691, -0.480078], [4.194938, 0.314403, -1.887969], [3.658698, -1.221575, -1.180671], [2.121550, 2.295771, -1.621858], [1.060024, 2.361880, -1.909193], [2.626835, 1.757978, -2.432704], [2.516845, 3.327891, -1.602629], [-1.040437, -2.801344, 2.879175], [-1.149672, -2.063959, 3.671966], [-1.796087, -3.962453, 2.842817], [-2.478036, -4.139998, 3.669577], [-1.623240, -4.849494, 1.777734], [-2.216611, -5.765050, 1.751164], [-0.695523, -4.555419, 0.791351], [-0.535407, -5.202105, -0.073914], [0.082292, -3.354503, 0.908102], [1.055501, -2.859765, -0.008748], [2.033559, -2.491142, 0.358673], [0.579991, -1.098221, -1.676497], [0.303505, -3.321690, -2.301947], [0.244286, -4.381313, -2.138141], [0.211926, -2.568482, -3.402241], [0.045527, -2.831037, -4.426729], [0.426743, -1.235732, -3.017087], [0.497068, -0.104948, -3.908897], [1.708817, 0.225654, -4.549700], [1.756757, 1.365335, -5.362282], [2.702629, 1.642770, -5.839726], [0.639476, 2.182943, -5.542821], [0.691173, 3.384576, -6.447403], [0.655092, 4.318343, -5.867777], [-0.163459, 3.401459, -7.139089], [1.614360, 3.388532, -7.039392], [-0.540182, 1.855454, -4.871235], [-1.413859, 2.509165, -4.970959], [-0.623903, 0.728572, -4.048199], [-1.897694, 0.438880, -3.323174], [-2.349895, -0.517343, -3.616678], [-2.617635, 1.230421, -3.557585], [-1.757227, 0.438616, -2.233968], [2.955700, -0.583824, -4.368351], [3.079137, -1.344820, -5.151659], [2.991675, -1.089028, -3.399712], [3.832654, 0.075210, -4.428240], [-3.439998, 0.743739, 0.924872], [-3.429662, 0.762229, 2.374474], [-4.680160, 0.984746, 3.090219], [-4.502752, 0.704282, 4.562445], [-3.178001, 1.264431, 5.011816], [-2.162865, 0.499056, 4.297712], [-0.965498, 0.048841, 4.991031], [-2.248723, 0.487349, 2.946279], [-1.255607, 0.212352, 2.180611], [-2.735354, 1.488378, 0.520108], [-4.451728, 0.974348, 0.571298], [-3.137219, -0.245132, 0.543331], [-4.988366, 2.032109, 2.934396], [-5.458509, 0.324812, 2.684194], [-4.516460, -0.380376, 4.730958], [-5.326729, 1.137115, 5.135248], [-3.015701, 1.167230, 6.086651], [-3.110429, 2.329487, 4.727346], [-0.320421, 0.881871, 5.300699], [-1.229569, -0.545741, 5.879312], [-0.387002, -0.602960, 4.328469]],
  "forces_ev_per_angstrom": [[1.59, -0.50, -1.32], [0.29, 0.22, -0.33], [-1.00, 0.82, -2.38], [0.06, -0.42, 0.81], [-0.76, 0.33, 0.46], [-0.35, 0.76, -0.21], [0.47, -0.39, 0.48], [-0.10, 0.08, 0.21], [0.28, 0.09, -0.12], [-0.06, -0.15, -0.15], [0.04, -0.16, -0.90], [-0.17, 0.15, 0.86], [-0.07, -0.08, -0.06], [0.07, 0.28, -0.13], [0.32, 0.07, 0.01], [0.66, -0.66, 0.05], [-0.33, 0.71, 0.12], [0.17, 0.13, -0.01], [0.12, 0.02, 0.19], [-0.25, -0.08, -0.10], [0.32, -0.44, -0.29], [-0.19, 0.07, -0.20], [0.01, -0.07, 0.17], [0.10, 0.15, -0.04], [-0.07, 0.23, -0.48], [0.20, 0.02, -0.04], [-0.06, 0.12, 0.13], [-0.09, -0.26, -0.04], [-0.57, -0.75, 1.23], [-0.27, -0.49, -0.10], [0.36, 0.64, 0.23], [-0.09, -0.15, -0.22], [-1.55, -0.59, 0.85], [0.16, 0.18, -0.08], [1.80, 1.67, -0.94], [0.05, 0.11, 0.36], [-1.21, -1.33, 0.59], [1.71, 0.15, 1.03], [-0.85, -0.02, -0.33], [0.48, -2.26, 0.52], [0.77, 0.78, 0.66], [0.07, 0.00, -0.04], [-0.09, 0.81, -0.66], [-0.10, -0.02, -0.22], [-0.30, 0.23, -0.75], [0.20, 0.29, -0.12], [-0.53, 0.03, 0.06], [-0.32, 0.08, 0.09], [-0.30, -0.16, 0.13], [0.02, -0.37, 0.08], [0.03, 0.26, -0.06], [0.03, -0.20, -0.12], [0.22, -0.04, 0.16], [-0.20, 0.03, 0.11], [0.17, -0.11, 0.10], [0.26, -0.26, 0.01], [0.37, 0.02, -0.28], [-0.54, 0.18, 0.18], [0.22, 0.11, 0.14], [0.00, -0.15, 0.06], [0.06, -0.15, -0.24], [0.47, -0.19, 0.06], [-0.15, 0.12, 0.13], [-0.13, 0.06, -0.16], [-0.18, -0.15, 0.01], [-0.01, 0.01, -0.54], [-0.37, 0.08, -0.27], [-0.07, 0.14, -0.19], [-0.58, -0.20, 0.45], [0.25, -0.19, -0.31], [0.39, 0.27, 0.18], [0.29, -0.18, 0.12], [2.02, -0.88, -1.15], [-2.60, 0.95, 2.26], [-0.27, -0.19, 0.10], [0.23, -0.04, 0.12], [-0.20, 0.31, 0.12], [-0.03, -0.24, 0.01], [0.16, 0.18, -0.06], [0.08, 0.22, 0.06], [-0.05, 0.02, -0.13], [0.02, -0.04, -0.13], [0.03, -0.16, 0.26], [-0.20, -0.11, -0.03], [-0.15, 0.24, -0.28], [-0.18, 0.40, 0.25]],
  "mulliken_charge": [0.0364, -0.1418, 0.8123, 1.0321, 0.8246, -0.2467, -1.5762, 0.4586, 0.2587, 0.3643, 1.0458, -0.7226, 0.3327, 0.1657, 0.1209, -0.0460, -1.0310, 0.0512, 0.2922, 0.2471, -1.7838, 0.4129, 0.4429, 0.1259, -1.5317, 0.1252, 0.0795, 0.3978, -0.0722, 0.4344, -1.1559, 0.3269, -0.3521, 0.4270, -0.9259, 0.2229, 1.2856, -1.4586, 0.2460, -1.0544, -0.7154, 0.4698, -0.7643, 0.5180, 1.0680, -0.3547, 0.8558, -0.7144, 0.2739, 0.8052, -1.4721, 0.2884, 0.3509, 0.3696, -1.0675, 0.2984, 1.3388, -1.3692, 0.3194, 0.4391, 0.0474, -1.7809, 0.3680, 0.0844, 0.4509, -1.0847, 0.5757, -1.0208, -0.8782, -0.9330, 0.4644, -1.1026, 1.0737, -0.7333, 0.2216, 0.4363, 0.2525, 0.3980, 0.4671, 0.2727, 0.5578, 0.4555, 0.2668, 0.4455, 0.3600, -0.0733],
  "multiplicity": 2,
  "gap_ev": [2.0, 4.9],
  "total_charge": -1,
  "s_squared": 0.757,
  "lumo_ha": [0.0901, 0.0870]
}


No. 2
{
  "formula": "C34H45NO2SeW",
  "method": "ωB97M-V/def2-TZVPD",
  "symbols": ["W", "C", "C", "C", "C", "C", "C", "C", "Se", "C", "C", "C", "C", "C", "C", "O", "C", "C", "C", "C", "C", "C", "C", "C", "C", "O", "C", "C", "C", "C", "C", "C", "H", "H", "H", "H", "H", "H", "H", "H", "H", "H", "H", "H", "H", "H", "H", "H", "H", "H", "H", "H", "H", "H", "H", "H", "H", "H", "H", "H", "H", "H", "H", "H", "H", "H", "H", "H", "H", "H", "H", "H", "N", "C", "C", "C", "C", "C", "C", "H", "H", "H", "H", "H"],
  "coordinates": [[-0.690651, -0.334159, -2.282231], [5.550392, 2.243128, 1.966133], [4.752668, 0.938974, 1.958935], [5.736851, -0.231563, 1.827632], [4.004515, 0.827480, 3.294340], [3.749558, 0.881318, 0.807469], [2.899671, -0.211956, 0.691984], [1.973157, -0.257675, -0.333233], [0.968787, -1.845867, -0.721525], [-0.488604, -2.001871, 0.526486], [-0.303290, -2.439849, 1.823211], [-1.407101, -2.726510, 2.619512], [-2.669805, -2.584919, 2.050449], [-2.898187, -2.157567, 0.742916], [-1.766702, -1.857316, -0.022101], [-1.882926, -1.429610, -1.303672], [-4.310454, -1.989580, 0.177126], [-4.543296, -0.520408, -0.210686], [-5.378902, -2.374500, 1.202333], [-4.492433, -2.895862, -1.050399], [-1.194383, -3.203951, 4.055530], [-0.400720, -4.517298, 4.038095], [-2.514785, -3.449272, 4.786297], [-0.404764, -2.141831, 4.832123], [1.880324, 0.755058, -1.293965], [0.934024, 0.697124, -2.254594], [2.760616, 1.844506, -1.232705], [3.661294, 1.870491, -0.170134], [2.680038, 2.978779, -2.257604], [2.831614, 2.424236, -3.682023], [1.326701, 3.694646, -2.115430], [3.784577, 4.015885, -2.045211], [6.216629, 2.254506, 2.829976], [4.897341, 3.114537, 2.037139], [6.167539, 2.345476, 1.071946], [6.486296, -0.186486, 2.620506], [6.251457, -0.198265, 0.866084], [5.226588, -1.192708, 1.903179], [4.711021, 0.869691, 4.125676], [3.455266, -0.111400, 3.372125], [3.290925, 1.645051, 3.408513], [2.952760, -1.033599, 1.394849], [0.702745, -2.562283, 2.203191], [-3.529246, -2.815798, 2.658079], [-4.430631, 0.128218, 0.660654], [-5.559568, -0.400665, -0.591945], [-3.851932, -0.185186, -0.981026], [-5.331608, -1.750009, 2.096277], [-5.299596, -3.421160, 1.502442], [-6.362818, -2.233059, 0.753204], [-3.824679, -2.615855, -1.861521], [-5.519948, -2.819098, -1.411962], [-4.303299, -3.939250, -0.789384], [-0.932582, -5.283233, 3.471639], [-0.254538, -4.882414, 5.056578], [0.582562, -4.386168, 3.585325], [-3.106163, -4.228745, 4.302988], [-3.118671, -2.542210, 4.844562], [-2.307648, -3.776213, 5.806218], [0.571666, -1.956836, 4.383134], [-0.242120, -2.471344, 5.860279], [-0.947944, -1.195884, 4.856733], [4.331926, 2.711215, -0.103679], [2.040944, 1.720616, -3.932449], [3.795023, 1.923372, -3.799064], [2.792798, 3.249180, -4.396307], [0.497814, 3.023166, -2.326275], [1.274280, 4.529195, -2.818197], [1.206823, 4.090786, -1.104906], [4.778237, 3.565123, -2.077126], [3.672624, 4.547604, -1.098425], [3.730482, 4.755660, -2.844979], [-1.593249, 0.633458, -3.434769], [-2.255708, 1.466197, -4.306211], [-2.604110, 2.755110, -3.896305], [-3.262410, 3.602961, -4.770318], [-3.578824, 3.183955, -6.055879], [-3.232859, 1.902237, -6.462357], [-2.577060, 1.042857, -5.596917], [-2.352967, 3.066976, -2.890519], [-3.529493, 4.600186, -4.444304], [-4.092008, 3.851076, -6.735426], [-3.476555, 1.567018, -7.462535], [-2.303294, 0.042375, -5.903569]],
  "forces_ev_per_angstrom": [[0.08, 1.36, -1.18], [0.00, -0.01, -0.01], [0.00, 0.00, 0.00], [0.00, 0.00, 0.01], [0.01, 0.01, 0.00], [-0.02, -0.05, 0.00], [0.00, 0.07, 0.00], [0.00, 0.00, -0.13], [0.28, -0.35, 0.22], [-0.06, -0.02, -0.06], [-0.06, 0.03, 0.03], [0.06, 0.01, 0.00], [-0.01, 0.03, -0.01], [0.06, 0.09, 0.05], [0.06, -0.05, 0.08], [-0.43, -0.22, 0.09], [0.03, 0.00, -0.02], [0.00, -0.01, -0.01], [-0.01, 0.00, 0.00], [-0.01, 0.01, 0.00], [0.00, 0.01, 0.00], [0.00, 0.00, 0.01], [0.01, 0.00, -0.01], [0.00, 0.00, 0.01], [0.08, 0.11, 0.24], [-0.05, -0.38, 0.07], [-0.10, 0.03, 0.08], [0.01, -0.03, -0.03], [-0.04, 0.00, 0.00], [0.01, 0.00, -0.03], [0.01, -0.02, -0.03], [0.00, 0.00, 0.00], [0.01, 0.00, 0.00], [-0.01, 0.01, 0.01], [0.00, 0.00, -0.01], [0.00, -0.01, 0.01], [0.01, 0.01, 0.00], [-0.01, -0.01, -0.01], [0.01, 0.00, 0.01], [-0.01, -0.01, 0.00], [-0.01, 0.01, 0.00], [0.01, -0.02, -0.01], [0.01, -0.02, 0.00], [-0.01, -0.01, 0.01], [0.00, 0.00, 0.01], [-0.01, 0.00, 0.00], [0.00, 0.00, 0.01], [0.00, 0.01, 0.01], [0.00, -0.01, 0.01], [0.00, 0.00, 0.00], [0.01, -0.01, 0.00], [0.00, 0.01, -0.01], [-0.01, -0.01, 0.01], [-0.01, -0.01, 0.00], [0.01, 0.00, 0.01], [0.01, 0.00, -0.01], [-0.01, -0.01, 0.00], [-0.01, 0.01, 0.00], [0.00, 0.00, 0.01], [0.01, 0.00, -0.01], [0.00, 0.00, 0.01], [-0.01, 0.01, 0.00], [0.02, 0.03, 0.01], [0.04, 0.03, 0.00], [0.01, -0.01, 0.00], [0.00, 0.00, -0.01], [-0.04, -0.02, 0.00], [0.01, 0.01, 0.00], [0.00, 0.01, 0.00], [0.02, 0.00, -0.02], [0.01, -0.01, 0.03], [-0.01, 0.01, 0.01], [0.12, -0.69, 0.78], [-0.08, 0.10, -0.22], [0.00, -0.04, -0.01], [-0.01, 0.02, -0.01], [-0.01, 0.01, -0.01], [-0.01, 0.01, 0.00], [0.01, 0.02, 0.03], [0.00, 0.00, -0.01], [0.00, 0.01, 0.00], [0.00, 0.01, 0.00], [0.00, 0.00, 0.00], [0.01, -0.02, 0.01]],
  "mulliken_charge": [0.5103, -2.2038, 2.1107, -1.6521, -1.6440, -1.0817, -0.8136, 0.0053, -0.0674, 0.0816, -0.8018, -1.2441, 0.4931, -0.8161, 1.7947, -0.8201, 2.1586, -1.5246, -2.3620, -1.5740, 2.0782, -1.6273, -2.2527, -1.5535, 1.6990, -0.7804, -0.7544, 0.2190, 2.2785, -1.6439, -1.5316, -2.2979, 0.4367, 0.4283, 0.4026, 0.4584, 0.3635, 0.3177, 0.4589, 0.3163, 0.3700, 0.4533, 0.4412, 0.6592, 0.3235, 0.4564, 0.2433, 0.3906, 0.4174, 0.4651, 0.2624, 0.4664, 0.3417, 0.3619, 0.4594, 0.3186, 0.4097, 0.4055, 0.4443, 0.2697, 0.4584, 0.3648, 0.5733, 0.2351, 0.3664, 0.4796, 0.2399, 0.4487, 0.3217, 0.4690, 0.3889, 0.4427, -0.4114, 0.1005, -0.0664, -0.6623, -0.4149, -0.5013, -0.2558, 0.4133, 0.3498, 0.3795, 0.3489, 0.4077],
  "gap_ev": 7.5,
  "lumo_ha": 0.0098,
  "relative_energy_ev": 0.1797
}